No. 1
The following is a DFT calculation (ωB97M-V/def2-TZVPD) of one molecule with the formula C13H17NO3 in a non-equilibrium geometry.

```
! RIJCOSX wB97M-V def2-TZVPD def2/J DEFGRID3
* xyz 0 1
O -0.182 -3.652 1.456
O -0.207 -0.472 -0.369
O -0.103 3.644 0.320
N -1.527 1.926 0.413
C 1.427 -1.821 0.972
C 1.153 2.457 -2.049
C 1.785 1.941 -3.183
C 0.292 -0.752 0.996
C -0.856 -1.276 1.864
C 1.149 -0.274 -2.199
C 0.805 -3.179 0.638
C 0.453 0.367 -1.203
C -0.308 2.451 0.030
C -1.329 -2.694 1.585
C 0.478 1.743 -1.015
C -2.436 2.639 1.364
C 1.647 0.474 -3.258
H -1.642 -0.626 1.762
H 2.077 -1.522 0.181
H 2.000 -1.890 1.928
H 1.114 3.567 -2.028
H -1.787 -2.506 0.694
H 1.526 -3.991 0.396
H -2.273 3.804 1.324
H 2.134 2.639 -3.903
H -3.438 2.309 0.988
H -1.652 0.921 0.198
H 1.231 -1.311 -2.407
H -2.154 2.205 2.337
H 0.870 0.149 1.366
H -0.418 -1.178 2.902
H 1.887 -0.130 -4.148
H 0.391 -2.965 -0.288
H -2.107 -2.996 2.338
*
```

Results
- SMILES = CNC(=O)c1ccccc1OC1CCOCC1
- LUMO energy (eV) = 0.56
- calculated total energy (eV) = -21387.089
- HOMO (eV) = -9.20
- Kohn-Sham gap (eV) = 9.8

Here are the Löwdin charges for atoms 1 to 5, given in e:
1. O -0.1039
2. O -0.0634
3. O 0.0176
4. N -0.0003
5. C -0.0918

No. 2
The following is a DFT calculation (ωB97M-V/def2-TZVPD) of a 10-piece molecular cluster, C58H146N10O19 overall in a non-equilibrium geometry.

```
! RIJCOSX wB97M-V def2-TZVPD def2/J DEFGRID3
* xyz 0 1
O -3.120 0.845 2.252
O -0.943 4.162 7.056
O -3.113 -5.493 -4.671
O 1.127 2.846 -4.235
O 8.663 -1.605 4.278
O 6.768 8.688 -1.192
O 3.506 -5.511 -5.381
O -1.502 -3.608 3.465
O -2.378 0.499 -6.558
O -4.399 -3.783 -1.465
O -3.336 3.298 -2.501
O -0.009 -3.874 -7.665
O 4.671 0.353 2.942
O -8.904 -7.715 0.645
O -2.196 5.900 3.177
O 1.314 -1.234 4.550
O 4.975 5.781 2.308
O -0.525 -0.711 -3.512
O 1.613 2.687 2.561
N 6.001 -0.937 5.186
N 0.022 1.288 -0.487
N -0.548 1.659 5.729
N 7.345 7.559 1.310
N -3.969 3.552 1.858
N -6.460 -6.277 0.217
N -0.067 -5.271 -4.608
N -0.422 3.675 -2.116
N -2.889 -2.097 -7.662
N -0.296 -4.537 0.127
C -1.752 3.765 5.973
C -4.300 -4.745 -4.600
C -3.815 -1.347 -6.817
C 4.553 -4.590 -5.447
C 7.990 8.034 -0.996
C 4.733 -0.192 5.344
C 1.980 1.913 -4.860
C 0.041 -1.992 -3.319
C -0.944 2.912 5.051
C 1.205 -5.908 -4.904
C -6.708 -7.668 -0.194
C 0.387 0.230 -1.440
C 0.419 -2.605 -8.109
C 2.272 -4.875 -5.101
C 7.238 6.700 2.488
C -5.868 -5.536 -0.892
C -3.607 -2.687 -1.049
C 7.996 7.026 0.145
C -4.259 1.180 1.496
C 1.058 1.429 0.530
C 3.853 -0.743 2.611
C -1.199 5.169 2.485
C 4.487 0.848 4.256
C 0.245 -2.434 1.177
C 0.296 -0.598 5.292
C 8.430 -0.908 5.478
C -2.715 3.673 -1.280
C -1.861 1.541 -5.773
C -9.768 -7.991 1.731
C -4.253 4.668 2.767
C -0.809 -0.034 -2.318
C 1.752 3.498 -3.152
C -1.569 -3.985 2.118
C 9.020 -0.768 3.207
C -1.393 -4.080 -7.851
C -2.756 -3.698 4.103
C -1.497 4.505 -1.599
C -4.510 2.548 -2.273
C 0.689 2.529 1.514
C 0.754 4.447 -2.511
C -1.688 4.726 8.094
C -2.276 -3.233 -6.942
C -0.985 -6.077 -3.831
C -2.623 -0.439 1.934
C 0.231 0.836 4.830
C -5.254 -4.225 -0.448
C -3.427 5.917 2.461
C -2.253 -5.302 -3.548
C 7.153 -0.097 5.499
C -4.886 2.430 2.043
C 4.455 6.215 3.538
C -7.649 -8.357 0.753
C 2.866 3.228 2.207
C 6.354 5.482 2.300
C 5.742 7.820 -1.621
C 1.505 -2.584 4.891
C -3.101 -0.466 -5.806
C -0.239 -3.836 1.428
H -1.222 -7.071 -4.235
H -2.365 -1.085 -5.280
H 6.034 7.330 -2.559
H -3.054 3.159 2.040
H -3.107 -3.831 -6.583
H 4.811 7.204 3.842
H 0.493 -0.583 6.372
H -7.772 -9.410 0.462
H -4.882 -5.028 -3.717
H -4.019 4.366 3.795
H -1.632 -2.924 -6.103
H -5.305 3.234 -1.958
H -9.593 -8.984 2.159
H 8.233 -0.031 2.986
H -4.521 -2.017 -6.314
H -0.671 -1.090 5.116
H -3.953 6.792 2.844
H 0.474 5.199 -3.261
H 9.039 6.776 0.367
H 0.565 3.467 0.943
H -3.422 -2.903 3.746
H 8.453 -1.636 6.289
H 0.705 -0.648 -0.882
H -0.268 5.191 3.046
H -0.541 -2.646 -2.658
H -1.898 -0.715 2.697
H 6.463 8.004 1.104
H -3.442 -1.165 1.864
H 1.234 4.873 -1.629
H -4.231 -1.821 -0.795
H 3.461 3.235 3.116
H 5.475 7.045 -0.894
H 4.862 8.435 -1.799
H -0.986 5.636 1.512
H -2.586 2.019 -5.100
H 0.002 1.955 6.529
H 3.372 6.217 3.432
H -2.614 3.188 6.345
H 1.308 -2.810 5.944
H 1.123 -6.586 -5.768
H 7.032 0.310 6.506
H -5.729 -8.150 -0.260
H -4.997 0.362 1.461
H -5.307 4.930 2.649
H 4.721 0.279 6.330
H 3.906 -0.904 5.329
H 6.527 5.010 1.333
H 2.621 4.075 -3.496
H -1.006 4.909 8.924
H -0.989 1.236 -5.187
H 9.117 -1.375 2.311
H 2.027 1.713 0.076
H 2.330 -4.208 -4.230
H 8.347 7.528 -1.908
H 8.258 6.443 2.787
H 1.278 1.162 4.709
H -2.487 4.059 8.443
H 5.422 -5.089 -5.880
H -3.414 4.278 -0.688
H -7.238 -8.375 1.771
H -0.760 3.144 -2.914
H -4.110 -3.665 -4.613
H 4.716 5.526 4.356
H 2.802 -0.455 2.496
H -0.410 -1.966 0.435
H -0.463 -5.523 0.314
H 8.740 8.801 -0.793
H -4.328 1.792 -1.501
H -7.141 -7.753 -1.204
H -3.050 -2.972 -0.151
H -1.776 5.350 -2.242
H 0.000 -1.810 -7.473
H 1.211 0.626 -2.055
H -2.368 -3.422 1.613
H -0.014 2.167 -1.018
H -2.166 4.653 5.477
H 6.600 4.723 3.061
H 4.314 -3.716 -6.063
H 0.631 -4.502 -0.285
H -4.938 -4.985 -5.453
H -2.743 -5.595 -2.612
H -2.100 -0.423 0.968
H 0.491 -4.320 2.098
H 1.501 -2.551 -8.015
H -0.267 2.274 1.979
H 9.942 -0.223 3.444
H -5.856 2.619 1.581
H 2.411 1.224 -4.124
H -0.169 0.926 3.815
H -7.388 -5.893 0.380
H -3.229 -4.665 3.888
H 4.189 -1.091 1.633
H 7.548 6.074 -0.200
H -1.585 2.344 -6.462
H -1.223 0.943 -2.598
H 5.189 1.677 4.370
H 2.800 2.423 -5.378
H -4.469 -0.720 -7.431
H -1.452 2.585 4.143
H 6.043 -1.073 4.176
H -1.835 -5.052 2.024
H -0.526 -6.259 -2.849
H 7.264 0.752 4.808
H 0.204 -2.451 -4.289
H 2.550 -2.843 4.701
H -3.233 6.033 1.391
H 1.198 0.474 1.045
H -2.139 5.689 7.818
H -1.595 -5.139 -7.664
H 1.472 -6.593 -4.093
H 0.104 -2.403 -9.139
H 0.224 -1.822 2.081
H 1.372 1.355 -5.567
H 1.256 -2.414 0.765
H 2.750 4.258 1.845
H -4.794 2.046 -3.195
H -6.600 -5.291 -1.677
H 2.055 2.755 -2.398
H -4.708 -4.380 0.499
H -0.505 -4.859 -5.421
H -2.120 -1.450 -7.830
H -3.981 1.307 0.432
H -1.654 -0.494 -1.782
H -2.611 -3.620 5.177
H -5.071 -6.106 -1.371
H 1.028 -1.895 -2.840
H -1.151 4.901 -0.635
H 4.865 -4.248 -4.449
H 3.467 1.239 4.379
H -2.062 -4.224 -3.457
H -6.009 -3.469 -0.178
H 9.281 -0.224 5.651
H 0.888 -3.256 4.286
H -1.672 -3.958 -8.907
H -5.040 2.242 3.122
H -2.406 2.766 -0.745
H 6.874 7.371 3.268
H 3.377 2.643 1.439
H -10.799 -7.957 1.385
H -3.784 -0.014 -5.079
H 2.022 -4.236 -5.962
H -9.620 -7.260 2.533
H -2.909 -2.462 -1.850
H 3.914 -1.550 3.342
H -0.030 3.458 4.768
H -1.545 4.155 2.312
*
```

Results
- SMILES = COC[C@H](C)N.COCCNCCOC.COCCNCCOC.COCCNCCOC.COCCNCCOC.COCCNCCOC.COCCNCCOC.COCCNCCOC.COCCNCCOC.COCCNCCOC
- LUMO energy (eV) = 0.40
- calculated total energy (eV) = -116305.669
- HOMO (eV) = -8.48
- Kohn-Sham gap (eV) = 8.9

Here are the Löwdin charges for atoms 1 to 5, given in e:
1. O -0.1831
2. O -0.1818
3. O -0.1926
4. O -0.2007
5. O -0.1851

No. 3
The following is a DFT calculation (ωB97M-V/def2-TZVPD) of one molecule with the formula C4H6O2 in a non-equilibrium geometry.

```
! RIJCOSX wB97M-V def2-TZVPD def2/J DEFGRID3
* xyz 0 1
O -0.857 -0.275 -1.009
O -0.477 0.106 1.232
C 0.965 1.132 -0.360
C -0.590 -1.450 -0.336
C -0.448 0.715 -0.094
C -0.404 -1.216 0.958
H -0.241 -1.811 1.887
H -0.750 -2.320 -0.965
H 1.206 1.460 -1.423
H 1.663 0.259 -0.069
H 1.160 1.933 0.331
H -1.227 1.466 -0.151
*
```

Results
- SMILES = CC1OC=CO1
- LUMO energy (eV) = 1.06
- calculated total energy (eV) = -8338.565
- HOMO (eV) = -8.08
- Kohn-Sham gap (eV) = 9.1

Here are the Löwdin charges for atoms 1 to 5, given in e:
1. O -0.0347
2. O -0.0351
3. C -0.0194
4. C -0.1113
5. C -0.3779

No. 4
The following is a DFT calculation (ωB97M-V/def2-TZVPD) of one molecule with the formula C5H7NO in a non-equilibrium geometry.

```
! RIJCOSX wB97M-V def2-TZVPD def2/J DEFGRID3
* xyz 0 1
O -1.294 -0.063 1.163
N 2.295 -1.699 -1.492
C -0.457 -0.890 0.335
C 0.852 -0.143 0.058
C 0.619 1.224 -0.594
C -2.524 0.076 0.747
C 1.675 -1.008 -0.802
H -2.958 0.741 1.534
H 1.570 1.714 -0.820
H -0.268 -1.817 0.885
H 1.392 -0.009 1.003
H 0.050 1.117 -1.523
H -1.005 -1.104 -0.586
H 0.053 1.861 0.091
*
```

Results
- LUMO energy (eV) = 0.38
- calculated total energy (eV) = -8832.643
- HOMO (eV) = -9.14
- Kohn-Sham gap (eV) = 9.5

Here are the Löwdin charges for atoms 1 to 5, given in e:
1. O -0.1717
2. N 0.1615
3. C -0.1780
4. C -0.3332
5. C -0.0490

No. 5
The following is a DFT calculation (ωB97M-V/def2-TZVPD) of an isolated ion of composition CH2N2O3P and charge -1 in a non-equilibrium geometry.

```
! RIJCOSX wB97M-V def2-TZVPD def2/J DEFGRID3
* xyz -1 1
P -0.700 0.713 0.267
O -0.653 1.692 -0.842
O 0.421 -0.787 -0.320
O -0.339 1.014 1.674
N -2.847 -1.181 0.258
N 1.821 -0.574 -0.098
C -2.102 -0.321 0.194
H 2.403 -1.036 -0.815
H 1.996 0.479 -0.317
*
```

Results
- SMILES = N#C[P@@](=O)([O-])ON
- LUMO energy (eV) = 4.23
- calculated total energy (eV) = -19482.413
- HOMO (eV) = -4.54
- Kohn-Sham gap (eV) = 8.8

Here are the Löwdin charges for atoms 1 to 5, given in e:
1. P 0.3319
2. O -0.3645
3. O -0.4142
4. O -0.3541
5. N 0.0883

Please write out number 5 again, unchanged.
The following is a DFT calculation (ωB97M-V/def2-TZVPD) of an isolated ion of composition CH2N2O3P and charge -1 in a non-equilibrium geometry.

```
! RIJCOSX wB97M-V def2-TZVPD def2/J DEFGRID3
* xyz -1 1
P -0.700 0.713 0.267
O -0.653 1.692 -0.842
O 0.421 -0.787 -0.320
O -0.339 1.014 1.674
N -2.847 -1.181 0.258
N 1.821 -0.574 -0.098
C -2.102 -0.321 0.194
H 2.403 -1.036 -0.815
H 1.996 0.479 -0.317
*
```

Results
- SMILES = N#C[P@@](=O)([O-])ON
- LUMO energy (eV) = 4.23
- calculated total energy (eV) = -19482.413
- HOMO (eV) = -4.54
- Kohn-Sham gap (eV) = 8.8

Here are the Löwdin charges for atoms 1 to 5, given in e:
1. P 0.3319
2. O -0.3645
3. O -0.4142
4. O -0.3541
5. N 0.0883